No. 1
The following is a quantum chemistry calculation of C4H10N2O as an isolated structure, from the OMol25 dataset.

Geometry as XYZ:
```
17
Properties=species:S:1:pos:R:3:forces:R:3
C 0.03599 0.87950 0.36684 3.30 -1.62 -1.43
C -0.68666 -1.44842 0.32563 -0.30 -0.10 -0.03
N -0.60355 -0.15664 -0.33642 -6.56 1.56 0.82
C 1.40454 0.31302 -0.17157 1.32 2.10 1.04
N -2.23032 0.71395 0.02316 1.40 -0.14 -1.11
C 1.81526 0.34572 -1.44441 -0.37 -0.36 0.48
O 2.26994 -0.10332 0.80067 0.41 -0.06 0.20
H 1.99138 0.22109 1.66450 -0.01 -0.02 -0.17
H -2.70154 0.81848 -0.87505 0.07 -0.46 0.33
H -2.88767 0.51290 0.78294 0.48 -1.00 -0.38
H -0.15059 1.86587 -0.04891 -0.10 -0.26 0.16
H -0.04998 0.83167 1.46093 0.03 0.10 -0.10
H -0.86025 -1.36626 1.40686 0.15 -0.08 -0.09
H -1.50824 -1.99711 -0.13299 -0.02 0.08 0.10
H 0.21099 -2.02730 0.10743 0.21 0.15 0.17
H 1.09650 0.40376 -2.24222 -0.08 0.48 -0.06
H 2.85420 0.19311 -1.68738 0.07 -0.37 0.04
```
Forces are in eV/Å.

Computed properties:
F_max: 6.793 eV/Å
Spin multiplicity: 1
Total energy: -9333.107 eV
HOMO energy: -8.40 eV
Molar mass: 102.1 g mol⁻¹
Energy relative to the best compared isomer or geometry (same formula, charge and spin): 135.6 kcal/mol
LUMO: 0.75 eV

Charges computed using natural (NBO), reported in e: C -0.27; C -0.45; N -0.20; C 0.32; N -0.86; C -0.50; O -0.69; H 0.48; H 0.35; H 0.35; H 0.24; H 0.17; H 0.17; H 0.22; H 0.22; H 0.22; H 0.21

No. 2
The following is a quantum chemistry calculation of one molecule with the formula C4H4FNS2, from the OMol25 dataset.

Geometry as XYZ:
```
12
Properties=species:S:1:pos:R:3:forces:R:3
C 0.93000 0.20554 -0.33847 0.97 -5.07 -1.08
C -0.01352 -0.45642 0.65930 0.74 -0.11 0.64
C -1.44809 -0.31597 0.24190 -2.74 -1.83 -0.74
C -2.30507 0.83787 0.20238 -1.79 6.05 -0.12
H 3.06979 0.91435 -1.13748 -0.70 -2.53 2.85
H 0.79916 1.17933 -0.51860 -0.88 3.60 -0.62
H 1.10486 -0.45610 -1.27148 -2.43 1.40 0.90
H 0.21223 -0.17426 1.78918 -0.58 -0.48 -2.28
N -2.91324 1.88820 0.12631 3.08 -5.72 0.44
F 0.19089 -1.82094 0.47455 1.03 0.25 1.06
S 2.63807 -0.12586 0.04695 2.86 2.94 -1.46
S -2.26507 -1.67575 -0.27454 0.44 1.49 0.38
```
Forces are in eV/Å.

Computed properties:
F_max: 6.510 eV/Å
Spin multiplicity: 1
Total energy: -30086.973 eV
HOMO energy: -9.38 eV
Molar mass: 149.2 g mol⁻¹
Energy relative to the best compared isomer or geometry (same formula, charge and spin): 79.4 kcal/mol
LUMO: -1.98 eV

Charges computed using natural (NBO), reported in e: C -0.58; C 0.13; C -0.24; C 0.21; H 0.15; H 0.22; H 0.26; H 0.23; N -0.24; F -0.34; S -0.03; S 0.23

No. 3
The following is a quantum chemistry calculation of a 2-piece molecular cluster, H3NS2 overall, from the OMol25 dataset.

Geometry as XYZ:
```
6
Properties=species:S:1:pos:R:3:forces:R:3
N 1.48585 0.11970 0.13349 -0.89 2.50 2.27
S -2.06734 -0.78009 -0.00212 1.77 -0.46 0.86
S 0.20855 1.06398 -0.45524 0.30 -1.19 0.81
H 1.30772 -0.78727 -0.20609 0.57 -1.47 0.01
H 1.72754 0.24676 1.19889 -0.77 -0.63 -2.94
H -2.66232 0.13692 -0.66892 -0.98 1.25 -1.00
```
Forces are in eV/Å.

Computed properties:
F_max: 3.491 eV/Å
Spin multiplicity: 1
Total energy: -23206.763 eV
HOMO energy (alpha / beta): -9.10 / -8.99 eV
Molar mass: 81.2 g mol⁻¹
Energy relative to the best compared isomer or geometry (same formula, charge and spin): 51.2 kcal/mol
LUMO (alpha / beta): -1.57 / -1.94 eV

Charges computed using natural (NBO), reported in e: N -0.92; S -0.24; S 0.27; H 0.39; H 0.40; H 0.09